Record 1
Here is H4Si4 in the gas phase in a non-equilibrium geometry from the OMol25 dataset. Energies are from ωB97M-V with the def2-TZVPD basis set.

Structure (ORCA input):
```
! RIJCOSX wB97M-V def2-TZVPD def2/J DEFGRID3
* xyz 0 1
Si -1.425 0.309 1.592
H -1.744 0.601 -1.627
H 1.872 -0.700 -1.670
Si 0.546 -1.034 1.520
Si -0.669 1.035 -0.575
H -0.601 2.405 -1.108
Si 0.987 -0.414 -0.603
H 1.035 -2.201 2.471
*
```

Results
Energy (eV): -31570.8750
Largest force on an atom (eV/Å): 2.5
HOMO (eV): -8.03
M (g mol⁻¹): 116.376

Taken from the Löwdin analysis, the atomic charges in e are: atom 1 (Si): 0.219, atom 2 (H): -0.108, atom 3 (H): -0.191, atom 4 (Si): 0.132, atom 5 (Si): -0.006, atom 6 (H): -0.143, atom 7 (Si): 0.238, atom 8 (H): -0.141

Record 2
Here is a molecular structure, C28H29NOS4SiTaTe from the OMol25 dataset. Energies are from ωB97M-V with the def2-TZVPD basis set.

Structure (ORCA input):
```
! RIJCOSX wB97M-V def2-TZVPD def2/J DEFGRID3
* xyz 1 1
H 3.621 3.146 0.359
Ta -0.019 -0.169 0.447
C -3.454 2.480 -3.488
C 1.869 -5.535 1.476
C 2.142 -4.332 0.852
C 2.812 0.574 3.265
C 2.560 2.899 4.766
H 4.923 0.884 3.425
C -1.142 -1.883 -2.874
C -2.119 -2.111 -3.825
H -1.183 3.319 1.192
H -4.430 -3.387 -1.718
C -2.398 2.368 -4.383
H -4.181 2.030 -1.528
H 3.109 -4.162 0.402
C 0.165 -1.238 -3.216
C 1.423 2.215 4.357
C -3.504 -2.962 -2.077
H 1.246 4.735 -1.384
Te -0.144 -0.116 3.133
S 0.356 0.313 -2.299
H -2.466 2.803 -5.370
C -2.456 -2.713 -1.198
S -1.368 -2.349 1.360
H -4.356 3.003 -3.775
C -3.329 -2.653 -3.413
H 2.629 -6.303 1.505
H 2.956 4.492 1.277
C 2.853 3.425 1.079
H -0.056 3.489 2.545
C 0.634 -5.752 2.073
C 3.818 2.420 4.434
Si 1.151 3.095 0.423
C -2.588 -3.093 0.245
S 1.689 -1.825 -0.011
C -0.222 3.737 1.498
C -0.323 -4.757 2.031
H 1.638 3.139 -2.010
C 1.551 1.056 3.600
H -1.280 -4.901 2.514
C -2.208 1.256 -1.819
H -4.123 -2.829 -4.124
C 3.943 1.259 3.685
H -0.285 4.822 1.417
H -0.049 3.585 -1.705
H 0.447 2.582 4.641
C -1.248 1.710 -3.992
C -1.150 1.148 -2.721
H -0.405 1.636 -4.667
N -1.314 -2.166 -1.581
C -0.062 -3.554 1.382
H -3.574 -2.838 0.633
H 0.424 -6.684 2.578
S -2.236 0.609 -0.167
H -1.943 -1.855 -4.860
H 2.459 3.801 5.354
H 2.914 -0.331 2.680
C 0.973 3.680 -1.336
H 1.005 -1.854 -2.892
H 3.043 2.894 2.011
H 0.260 -1.032 -4.281
H -2.454 -4.171 0.364
C 1.183 -3.318 0.796
H 4.701 2.949 4.764
O 0.931 1.384 0.372
C -3.359 1.936 -2.222
*
```

Results
Energy (eV): -93108.3525
Largest force on an atom (eV/Å): 0.9
HOMO (eV): -10.78
M (g mol⁻¹): 860.448

Taken from the Löwdin analysis, the atomic charges in e are: atom 1 (H): 0.048, atom 2 (Ta): 0.810, atom 3 (C): -0.058, atom 4 (C): -0.058, atom 5 (C): -0.110, atom 6 (C): -0.160, atom 7 (C): -0.073, atom 8 (H): 0.113, atom 9 (C): -0.341, atom 10 (C): 0.001, atom 11 (H): 0.024, atom 12 (H): 0.124, atom 13 (C): -0.062, atom 14 (H): 0.105, atom 15 (H): 0.105, atom 16 (C): -0.351, atom 17 (C): -0.166, atom 18 (C): -0.002, atom 19 (H): 0.046, atom 20 (Te): 1.029, atom 21 (S): 0.913, atom 22 (H): 0.113, atom 23 (C): -0.344, atom 24 (S): 0.717, atom 25 (H): 0.114, atom 26 (C): -0.022, atom 27 (H): 0.115, atom 28 (H): 0.051, atom 29 (C): -0.128, atom 30 (H): 0.011, atom 31 (C): -0.062, atom 32 (C): -0.082, atom 33 (Si): 0.397, atom 34 (C): -0.337, atom 35 (S): 0.584, atom 36 (C): -0.139, atom 37 (C): -0.097, atom 38 (H): 0.033, atom 39 (C): -0.625, atom 40 (H): 0.115, atom 41 (C): -0.616, atom 42 (H): 0.119, atom 43 (C): -0.086, atom 44 (H): 0.047, atom 45 (H): 0.029, atom 46 (H): 0.096, atom 47 (C): -0.093, atom 48 (C): -0.537, atom 49 (H): 0.115, atom 50 (N): 0.088, atom 51 (C): -0.529, atom 52 (H): 0.097, atom 53 (H): 0.113, atom 54 (S): 0.585, atom 55 (H): 0.122, atom 56 (H): 0.112, atom 57 (H): 0.084, atom 58 (C): -0.152, atom 59 (H): 0.069, atom 60 (H): -0.002, atom 61 (H): 0.092, atom 62 (H): 0.101, atom 63 (C): -0.626, atom 64 (H): 0.112, atom 65 (O): -0.581, atom 66 (C): -0.109